# 1
The following is a DFT calculation (wB97M-V/def2-TZVPD) of 9 unconnected molecules or ions with the total composition H18O9 at a distorted geometry.

Computed properties:
Largest force on an atom   2.75 eV/A
Energy above the lowest of the compared OMol25 structures with the same formula, charge and spin   283.5 kJ/mol
Total energy   -687.9178 Ha
SMILES string   O.O.O.O.O.O.O.O.O
Lowest unoccupied orbital energy   -0.7 eV

Each line ends with the Mulliken charge.
Geometry (Å):
O 3.270 -1.736 1.288  -0.64
H 3.411 -0.840 1.410  0.27
H 2.382 -1.821 0.946  0.45
O -0.875 3.269 -1.673  -0.68
H -1.439 3.644 -2.310  0.33
H -0.814 2.365 -1.941  0.35
O -1.304 -1.926 -2.269  -0.63
H -1.571 -1.419 -1.531  0.37
H -0.909 -1.318 -2.921  0.31
O 1.103 0.174 2.401  -0.62
H 1.370 0.719 1.686  0.29
H 0.574 0.718 3.002  0.31
O 0.011 0.714 -2.542  -0.68
H 0.980 0.613 -2.675  0.27
H -0.246 1.082 -3.362  0.33
O -0.881 0.027 -0.194  -0.77
H -0.548 0.227 -1.061  0.39
H -0.166 -0.528 0.218  0.34
O 0.890 -1.955 0.294  -0.73
H 0.495 -2.753 0.689  0.30
H 1.128 -2.144 -0.586  0.32
O -0.827 -1.442 3.599  -0.65
H -0.429 -1.054 2.828  0.37
H -1.329 -2.232 3.368  0.31
O -1.620 2.676 0.757  -0.69
H -1.420 3.102 -0.053  0.44
H -1.226 1.838 0.634  0.33

***

# 2
The following is a DFT calculation (wB97M-V/def2-TZVPD) of 9 unconnected molecules or ions with the total composition H18O9 at a distorted geometry.

Computed properties:
Largest force on an atom   3.33 eV/A
Energy above the lowest of the compared OMol25 structures with the same formula, charge and spin   176.3 kJ/mol
Total energy   -687.9586 Ha
SMILES string   O.O.O.O.O.O.O.O.O
Lowest unoccupied orbital energy   0.3 eV

Each line ends with the Mulliken charge.
Geometry (Å):
H 1.438 1.247 2.128  0.30
H 1.605 1.467 0.652  0.37
H -0.482 -0.781 1.980  0.31
H -1.325 0.328 2.664  0.27
H 1.502 1.732 -1.605  0.36
H 2.235 2.752 -0.594  0.29
H 2.422 -0.884 1.059  0.36
H 3.402 -1.442 -0.119  0.24
H 0.273 -0.454 -1.881  0.35
H 1.629 -0.453 -1.200  0.44
H 1.152 -2.298 0.425  0.40
H -0.316 -2.382 -0.066  0.41
H -2.140 -1.469 -0.688  0.33
H -1.941 -2.471 -1.804  0.26
H -1.150 1.766 0.415  0.36
H -0.850 2.913 -0.714  0.29
H -3.186 1.084 -0.127  0.36
H -2.693 -0.256 0.555  0.35
O 1.841 0.819 1.396  -0.63
O -1.062 0.082 1.782  -0.56
O 1.432 2.279 -0.795  -0.67
O 2.485 -1.336 0.179  -0.70
O 1.162 -0.162 -1.992  -0.72
O 0.227 -2.303 0.744  -0.77
O -1.447 -1.934 -1.225  -0.61
O -1.495 2.415 -0.202  -0.66
O -3.338 0.090 -0.023  -0.71

***

# 3
The following is a DFT calculation (wB97M-V/def2-TZVPD) of a molecular structure, H18O9 at a distorted geometry.

Computed properties:
Largest force on an atom   11.79 eV/A
Energy above the lowest of the compared OMol25 structures with the same formula, charge and spin   1127.0 kJ/mol
Total energy   -687.5965 Ha
Lowest unoccupied orbital energy   -0.3 eV

Each line ends with the Mulliken charge.
Geometry (Å):
O -0.267 0.253 0.081  -0.57
H 0.094 -0.607 -0.135  0.73
H 0.467 0.733 0.464  0.00
O -1.683 -2.056 0.232  -0.71
H -2.422 -1.483 0.029  0.23
H -1.213 -1.602 0.932  0.32
O -0.545 0.091 -2.724  -0.78
H -1.233 -0.381 -3.193  0.29
H -0.784 0.010 -1.801  0.45
O 2.385 0.203 -0.820  -0.77
H 2.605 0.191 -1.752  0.22
H 1.651 -0.406 -0.739  0.66
O -1.228 -1.047 2.064  -0.56
H -1.714 -1.001 2.888  0.32
H -1.214 -0.145 1.743  0.35
O 0.786 -1.202 -1.176  -0.76
H 0.637 -2.146 -1.143  0.25
H 0.547 -0.952 -2.069  0.40
O -1.943 0.388 -1.085  -0.67
H -2.719 0.025 -0.658  0.26
H -1.231 0.230 -0.465  0.44
O 1.563 1.401 2.063  -0.45
H 1.039 0.629 2.280  0.23
H 2.230 1.438 2.748  0.29
O 1.604 2.490 0.414  -0.79
H 1.737 1.918 1.170  0.40
H 0.849 3.028 0.650  0.24